141
Properties=species:S:1:pos:R:3 method="wB97M-V/def2-TZVPD" homo_energy_ev=-9.73 total_charge=0 smiles="O=S(=O)(O)CCCC[C@@H]1OS(=O)(=O)O[C@H]1CCF.CC(C)O.CC(C)O.CC(C)O.CC(C)O.CC(C)O.CC(C)O.CC(C)O.CC(C)O.CC(C)O" lumo_energy_ev=-0.23 energy_ha=-3485.520267
O -2.08095 5.63608 4.33305
S -2.37303 6.22473 2.93197
O -3.24344 7.50548 2.92672
O -0.85590 6.45277 2.11486
C -3.28704 4.91148 1.91539
C -2.24266 3.63980 1.78270
C -2.00288 3.25344 0.20077
C -1.90218 1.59822 0.13376
C -0.44587 1.14385 0.81890
O 0.33153 0.83578 -0.42692
S -0.07934 -0.83890 -0.64475
O -0.58806 -0.92651 -2.11241
O 1.31574 -1.50415 -0.57304
O -1.22122 -1.15899 0.61857
C -0.92188 -0.16434 1.70178
C 0.18024 -0.99268 2.59154
C 0.42969 -0.41153 4.10453
F -0.26831 0.85774 4.41339
H -0.31750 7.08347 2.67781
H -3.54611 5.42106 0.87481
H -4.26600 4.50565 2.46013
H -2.69552 2.72600 2.35889
H -1.18344 3.84543 2.24523
H -0.94714 3.67969 -0.13403
H -2.86480 3.60951 -0.51169
H -1.95788 1.32448 -1.01876
H -2.82451 1.15784 0.70589
H 0.02621 1.93340 1.55346
H -1.81605 0.16415 2.38798
H 1.23234 -1.07029 2.04071
H -0.23261 -2.10626 2.68197
H 0.10911 -1.24243 4.88942
H 1.59908 -0.24957 4.26230
C 3.24558 -3.58005 3.82135
C 2.12488 -4.60508 3.75107
C 2.52283 -5.80427 2.90524
O 0.96339 -3.99737 3.19175
H 3.49100 -3.19864 2.82378
H 2.94057 -2.71711 4.42292
H 4.14909 -4.01265 4.26198
H 1.86609 -4.93752 4.76226
H 2.74260 -5.50171 1.87526
H 1.70229 -6.52782 2.85340
H 3.40469 -6.30349 3.31845
H 1.18378 -3.69912 2.29367
C 4.70225 -7.26764 -2.22946
C 3.51086 -6.81494 -1.40046
C 3.03668 -5.43264 -1.82028
O 3.87583 -6.79073 -0.02299
H 5.55118 -6.58691 -2.09997
H 5.04041 -8.25854 -1.90801
H 4.44899 -7.31180 -3.29320
H 2.69172 -7.53400 -1.50982
H 3.82653 -4.68691 -1.67627
H 2.18681 -5.11470 -1.20697
H 2.73352 -5.42186 -2.87176
H 4.60264 -6.15476 0.08367
C -5.94006 3.39075 -3.03149
C -6.23033 3.15973 -1.55707
C -7.70464 2.87260 -1.32078
O -5.84926 4.31470 -0.81407
H -6.49737 4.25505 -3.40994
H -4.87769 3.60843 -3.18500
H -6.20791 2.51365 -3.62866
H -5.62863 2.32097 -1.19040
H -8.32445 3.71850 -1.63855
H -7.90088 2.72068 -0.25404
H -8.02532 1.97997 -1.86669
H -6.37853 5.06460 -1.13282
C 6.10313 -2.44172 -0.78260
C 6.10478 -2.60724 0.72874
C 6.85375 -1.47272 1.40974
O 6.71835 -3.84827 1.06727
H 7.12468 -2.45147 -1.17907
H 5.57140 -3.27174 -1.25999
H 5.62336 -1.50301 -1.07634
H 5.07347 -2.64047 1.09658
H 7.90185 -1.44815 1.09102
H 6.85739 -1.61159 2.49612
H 6.39644 -0.50499 1.18168
H 7.63461 -3.82783 0.74456
C -5.34983 1.69454 5.73555
C -5.38389 2.98185 4.92732
C -6.76757 3.61187 4.94651
O -5.01034 2.70383 3.58032
H -6.04285 0.95343 5.32164
H -4.35125 1.24582 5.70255
H -5.61742 1.87754 6.78079
H -4.65163 3.68952 5.33104
H -7.51079 2.93877 4.50464
H -6.78022 4.53078 4.35072
H -7.07761 3.85232 5.96813
H -5.65510 2.07622 3.21362
C -1.41984 -7.83427 -3.06482
C -0.46576 -6.65680 -3.18672
C -1.18673 -5.40648 -3.66504
O 0.57293 -6.98377 -4.10619
H -1.86878 -8.07698 -4.03456
H -0.88489 -8.73005 -2.73165
H -2.22227 -7.61996 -2.35221
H 0.00456 -6.46209 -2.21673
H -1.62736 -5.56313 -4.65600
H -0.48549 -4.57057 -3.75998
H -1.98216 -5.11945 -2.97040
H 0.16462 -7.15821 -4.97045
C 3.83056 7.28164 3.30991
C 2.85939 7.57559 2.17766
C 3.55106 8.28503 1.02433
O 1.79803 8.39197 2.66577
H 4.25361 8.20828 3.71391
H 3.31633 6.78217 4.13797
H 4.65103 6.64208 2.97014
H 2.41555 6.63973 1.82103
H 3.96415 9.24718 1.34730
H 2.83744 8.50123 0.22213
H 4.36313 7.67551 0.61610
H 2.18276 9.22531 2.98453
C -0.70716 10.47130 -0.32469
C -0.69014 9.14859 -1.07416
C -1.71609 8.17859 -0.50988
O 0.60869 8.56937 -0.98054
H -0.45971 10.32577 0.73287
H 0.04461 11.15488 -0.73353
H -1.68905 10.94997 -0.39106
H -0.89480 9.32435 -2.13587
H -1.50441 7.95179 0.54104
H -1.68398 7.22683 -1.05084
H -2.72820 8.58859 -0.58182
H 0.79900 8.40972 -0.04119
C 2.55143 -8.20420 -7.71844
C 1.15697 -8.77100 -7.50445
C 0.62447 -9.42525 -8.76947
O 0.27656 -7.72245 -7.10865
H 2.54594 -7.43346 -8.49739
H 2.91682 -7.72565 -6.80353
H 3.25634 -8.98932 -8.00881
H 1.17866 -9.50502 -6.69158
H 0.55067 -8.69782 -9.58561
H -0.38460 -9.81765 -8.60421
H 1.27167 -10.24695 -9.09130
H 0.25096 -7.06595 -7.82449